CH4N2O2S | the ωB97M-V functional and the def2-TZVPD basis

XYZ file:
```
10
Properties=species:S:1:pos:R:3
O -0.513 -2.101 -2.902
N -1.051 -1.288 -2.202
O -2.111 -1.353 -1.681
H -0.478 -0.267 -2.038
H 1.086 1.414 -1.028
N 0.555 0.507 -0.896
C 0.448 -0.048 0.218
S 0.548 0.872 1.678
H 0.288 -1.134 0.402
H -0.401 0.119 2.391
```

Computed properties:
M = 108.12 g mol⁻¹
Kohn-Sham gap = 10.010 eV
Maximum force = 0.092 Eh/bohr
HOMO = -9.91 eV
Relative energy (zero: lowest compared OMol25 entry of this formula, charge and spin) = 89.33 kcal/mol
SMILES = O=[NH+][O-].[H]/N=C\S

***

C24H53BeBrCl5FIN4O10PS | the ωB97M-V functional and the def2-TZVPD basis

XYZ file:
```
102
Properties=species:S:1:pos:R:3
C 6.416 0.101 0.294
C 6.362 0.287 -1.285
C 4.941 -0.032 -1.946
I 5.387 -0.781 -3.975
C 3.945 1.212 -1.974
C 2.528 0.826 -2.635
N 1.483 0.522 -1.587
C 1.110 1.767 -0.841
C 0.245 2.771 -1.759
P -0.096 1.260 0.558
O 0.360 -0.183 1.311
O -1.577 0.945 -0.240
S -0.464 2.717 1.799
C 2.346 2.597 -0.281
C 3.783 1.959 -0.567
C 4.851 3.100 -0.303
O 4.610 4.320 -1.059
N 5.787 4.912 -1.452
O 5.905 4.676 -2.612
H 7.483 -0.191 0.565
H 5.712 -0.704 0.665
H 6.245 1.092 0.831
H 7.084 -0.483 -1.720
H 6.772 1.290 -1.644
H 4.454 -0.864 -1.353
H 4.413 1.967 -2.695
H 2.253 1.699 -3.295
H 2.585 -0.085 -3.298
H 1.739 -0.277 -0.983
H 0.641 0.225 -2.115
H -0.171 3.611 -1.130
H 0.884 3.214 -2.589
H -0.617 2.222 -2.242
H 1.016 0.058 1.997
H -2.252 0.719 0.440
H 2.220 3.664 -0.620
H 2.227 2.616 0.855
H 3.946 1.168 0.241
H 4.774 3.350 0.812
H 5.923 2.789 -0.478
N 8.936 3.040 -0.746
O 7.899 2.853 -0.085
O 9.353 2.157 -1.499
O 9.541 4.120 -0.657
Be 6.367 5.759 0.518
F 9.581 3.278 1.436
C 7.142 2.138 -6.951
Cl 8.192 0.889 -6.242
Cl 8.009 2.959 -8.271
Cl 5.675 1.370 -7.598
Cl 6.679 3.325 -5.718
C -2.552 -2.231 2.862
C -3.738 -1.276 2.812
C -3.667 -0.169 3.865
C -3.689 -0.656 5.314
C -4.908 -1.501 5.695
C -6.224 -0.742 5.579
H -2.502 -2.762 3.814
H -2.639 -2.980 2.071
H -1.612 -1.692 2.717
H -4.671 -1.843 2.913
H -3.771 -0.810 1.818
H -4.496 0.528 3.700
H -2.704 0.444 3.697
H -3.641 0.217 5.972
H -2.783 -1.235 5.519
H -4.787 -1.833 6.732
H -4.952 -2.410 5.086
H -6.220 0.143 6.219
H -7.056 -1.380 5.889
H -6.418 -0.425 4.552
O -3.202 -5.244 4.743
C -4.152 -5.380 4.020
O -4.148 -5.066 2.698
C -5.468 -5.244 2.162
C -6.154 -6.207 3.105
C -5.515 -5.868 4.437
H -5.965 -4.271 2.128
H -5.402 -5.640 1.151
H -7.240 -6.112 3.102
H -5.905 -7.236 2.830
H -6.042 -5.058 4.948
H -5.437 -6.742 5.082
Cl 4.551 4.911 -5.527
C -8.933 -3.486 -1.071
C -7.623 -3.198 -0.353
C -6.835 -2.104 -1.055
O -6.839 -4.390 -0.299
H -8.749 -3.832 -2.093
H -9.483 -4.281 -0.561
H -9.564 -2.595 -1.112
H -7.828 -2.899 0.679
H -6.580 -2.403 -2.077
H -5.893 -1.916 -0.535
H -7.404 -1.172 -1.097
H -6.652 -4.664 -1.205
N 4.899 5.829 -8.614
H 4.517 6.468 -7.907
H 4.139 5.284 -9.026
H 5.374 6.364 -9.344
H 5.568 5.192 -8.160
Br -1.634 1.630 4.253
```

Computed properties:
M = 1032.83 g mol⁻¹
Kohn-Sham gap = 1.265 eV
Maximum force = 0.075 Eh/bohr
HOMO = -5.82 eV

***

C22H26N4O4 | the ωB97M-V functional and the def2-TZVPD basis

XYZ file:
```
56
Properties=species:S:1:pos:R:3
C -4.945 -0.679 1.379
C -3.674 0.124 1.590
O -3.348 0.774 0.370
C -2.162 1.498 0.388
C -2.078 2.215 -0.982
N -0.717 2.396 -1.412
C 0.079 3.313 -0.822
O -0.312 4.208 -0.108
C 1.559 3.156 -1.215
N 2.057 1.821 -0.951
N 1.536 0.856 -1.707
C 1.862 -0.384 -1.558
C 1.102 -1.349 -2.427
C -0.196 -1.703 -1.742
C -1.397 -1.139 -2.152
C -2.564 -1.487 -1.490
N -2.600 -2.332 -0.477
C -1.456 -2.857 -0.074
C -0.235 -2.582 -0.666
C 2.838 -0.793 -0.581
C 3.292 -2.106 -0.400
C 4.219 -2.397 0.574
C 4.727 -1.393 1.395
C 4.311 -0.093 1.224
C 3.373 0.219 0.238
C 2.961 1.616 0.076
O 3.368 2.540 0.753
O -1.045 0.655 0.564
C -0.277 0.845 1.742
C 0.361 -0.476 2.145
H -5.735 -0.031 1.010
H -5.256 -1.128 2.318
H -4.755 -1.462 0.651
H -3.811 0.882 2.378
H -2.855 -0.545 1.882
H -2.175 2.245 1.204
H -2.608 1.605 -1.713
H -2.555 3.193 -0.899
H -0.249 1.581 -1.801
H 2.157 3.853 -0.624
H 1.662 3.374 -2.281
H 1.690 -2.247 -2.614
H 0.886 -0.862 -3.379
H -1.423 -0.449 -2.983
H -3.517 -1.070 -1.786
H -1.524 -3.540 0.764
H 0.664 -3.049 -0.293
H 2.923 -2.899 -1.033
H 4.558 -3.414 0.702
H 5.452 -1.636 2.157
H 4.692 0.713 1.832
H -0.912 1.215 2.556
H 0.499 1.602 1.554
H 0.966 -0.863 1.330
H -0.408 -1.208 2.378
H 0.993 -0.325 3.015
```

Computed properties:
M = 410.47 g mol⁻¹
Kohn-Sham gap = 8.668 eV
Maximum force = 0.022 Eh/bohr
HOMO = -8.82 eV
Relative energy (zero: lowest compared OMol25 entry of this formula, charge and spin) = 38.70 kcal/mol
SMILES = CCOC(CNC(=O)Cn1nc(Cc2ccncc2)c2ccccc2c1=O)OCC

***

C7H12ClN | the ωB97M-V functional and the def2-TZVPD basis

XYZ file:
```
21
Properties=species:S:1:pos:R:3
C -2.730 0.120 -1.396
N -1.760 0.090 -0.407
C -0.553 0.218 -0.628
C 0.102 0.437 -1.968
C 0.314 0.378 0.517
C 1.009 -0.713 1.200
C 0.951 -0.939 2.700
C 1.846 0.333 0.528
Cl 2.908 -0.068 -0.840
H -2.325 -0.519 -2.232
H -3.768 -0.088 -1.007
H -2.731 1.237 -1.831
H 0.438 1.536 -2.044
H -0.670 0.170 -2.850
H 1.086 -0.087 -2.087
H -0.141 1.078 1.234
H 0.960 -1.535 0.579
H -0.067 -0.991 3.093
H 1.304 -0.036 3.159
H 1.581 -1.765 3.134
H 2.244 1.146 1.147
```

Computed properties:
M = 145.63 g mol⁻¹
Kohn-Sham gap = 10.043 eV
Maximum force = 0.065 Eh/bohr
HOMO = -9.10 eV
Relative energy (zero: lowest compared OMol25 entry of this formula, charge and spin) = 56.05 kcal/mol
SMILES = C/N=C(\C)[C@H]1[C@H](C)[C@H]1Cl

***

C6H7N | the ωB97M-V functional and the def2-TZVPD basis

XYZ file:
```
14
Properties=species:S:1:pos:R:3
C 0.280 1.721 0.978
C 0.281 0.255 0.886
C -0.419 -1.506 -0.560
C -1.644 -0.714 -0.799
N -2.533 0.020 -0.921
C 0.674 -0.481 -0.208
C 1.842 -0.116 -0.915
H 1.101 2.174 0.423
H -0.654 1.956 0.427
H 0.154 2.108 1.989
H -0.336 -0.270 1.625
H -0.155 -2.049 -1.467
H -0.622 -2.220 0.247
H 2.031 -0.878 -1.706
```

Computed properties:
M = 93.13 g mol⁻¹
Kohn-Sham gap = 7.172 eV
Maximum force = 0.024 Eh/bohr
HOMO = -8.43 eV
Relative energy (zero: lowest compared OMol25 entry of this formula, charge and spin) = 120.29 kcal/mol

***

C20H29FeN3OP2 | the ωB97M-V functional and the def2-TZVPD basis

XYZ file:
```
56
Properties=species:S:1:pos:R:3
C -1.428 3.240 -4.013
C -1.125 2.037 -3.345
C 0.277 1.641 -3.382
C 1.201 2.335 -4.077
C 0.895 3.548 -4.716
C -0.460 3.987 -4.667
C 2.505 1.799 -3.819
C 2.689 0.367 -3.940
C 1.712 -0.303 -3.262
C 1.692 -1.758 -3.150
C 2.841 -2.394 -3.661
C 3.907 -1.706 -4.268
C 3.828 -0.288 -4.433
H -2.473 3.538 -3.947
H 1.641 4.158 -5.238
H -0.754 4.906 -5.127
H 3.441 2.461 -3.986
H 2.874 -3.470 -3.560
H 4.797 -2.263 -4.598
H 4.689 0.257 -4.922
N 0.715 0.490 -2.582
Fe -0.594 -0.251 -1.709
C -2.078 1.072 -2.660
H -1.998 0.047 -3.120
H -3.127 1.430 -2.868
C 0.508 -2.478 -2.648
H -0.355 -2.366 -3.309
H 0.769 -3.535 -2.575
P -2.148 0.958 -0.797
P -0.090 -2.126 -0.914
C 1.310 -2.664 0.106
H 1.162 -2.272 1.129
H 1.373 -3.770 0.127
H 2.246 -2.249 -0.307
C -1.356 -3.391 -0.553
H -0.927 -4.402 -0.669
H -1.700 -3.224 0.483
H -2.203 -3.250 -1.242
C -2.250 2.628 -0.160
H -3.248 3.045 -0.377
H -2.079 2.620 0.929
H -1.483 3.242 -0.649
C -3.574 0.003 -0.205
H -3.392 -0.247 0.858
H -4.487 0.612 -0.317
H -3.660 -0.929 -0.787
H 2.578 1.904 -2.725
H -0.919 0.270 -0.200
N -0.243 0.768 3.653
C -0.405 -0.568 3.275
N -0.009 -1.422 4.277
O -0.851 -0.925 2.157
H 0.372 0.976 4.445
H -0.311 1.437 2.898
H -0.316 -2.428 4.118
H 0.020 -1.098 5.236
```

Computed properties:
M = 445.26 g mol⁻¹
Kohn-Sham gap (alpha / beta) = 3.696 / 5.512 eV
Maximum force = 0.113 Eh/bohr
HOMO (alpha / beta) = -5.93 / -10.23 eV
Net charge = +1
2S+1 = 6

***

C2H3NaO2 | the ωB97M-V functional and the def2-TZVPD basis

XYZ file:
```
8
Properties=species:S:1:pos:R:3
H -0.002 -2.093 -1.426
C 0.638 -1.287 -1.101
C 1.267 -0.249 -1.314
H 1.807 0.595 -1.715
O 0.682 1.321 1.069
O -0.013 0.180 1.676
H 0.645 -0.622 1.440
Na -1.113 0.849 -0.204
```

Computed properties:
M = 82.03 g mol⁻¹
Kohn-Sham gap = 6.359 eV
Maximum force = 0.068 Eh/bohr
HOMO = -7.02 eV
Relative energy (zero: lowest compared OMol25 entry of this formula, charge and spin) = 114.33 kcal/mol

***

C4H6O2 | the ωB97M-V functional and the def2-TZVPD basis

XYZ file:
```
12
Properties=species:S:1:pos:R:3
C 1.487 0.173 -0.918
C 0.305 0.788 -0.210
O 0.099 1.934 -0.007
C -0.768 -0.439 1.205
C -1.560 -0.466 0.057
O -1.022 -0.139 -1.045
H 1.156 0.103 -1.960
H 1.762 -0.826 -0.580
H 2.342 0.853 -0.863
H 0.104 -1.081 1.282
H -1.277 -0.255 2.154
H -2.647 -0.637 0.046
```

Computed properties:
M = 86.09 g mol⁻¹
Kohn-Sham gap = 8.765 eV
Maximum force = 0.017 Eh/bohr
HOMO = -8.47 eV
Relative energy (zero: lowest compared OMol25 entry of this formula, charge and spin) = 77.65 kcal/mol

***

C28H47AlBeCl2CsF2N4O6PS | the ωB97M-V functional and the def2-TZVPD basis

XYZ file:
```
94
Properties=species:S:1:pos:R:3
C 2.194 3.426 1.008
C 1.101 2.612 0.264
P 1.916 1.047 -0.280
C 2.336 1.315 -2.074
C 0.716 -0.409 -0.104
C 0.383 -0.288 1.306
N 0.063 -0.112 2.389
C 1.557 -1.705 -0.231
C 1.010 -2.958 -0.395
C 1.802 -4.083 -0.466
C 3.169 -3.924 -0.348
C 3.629 -2.636 -0.190
N 2.876 -1.552 -0.122
C -0.653 -0.402 -0.902
C -1.548 -1.327 -0.171
N -2.230 -2.055 0.386
C -1.472 0.924 -0.796
C -1.347 1.934 -1.916
C -2.450 2.994 -1.745
S -1.925 4.337 -0.613
C -0.641 -0.966 -2.317
C -2.042 -1.000 -2.915
F 0.196 -0.215 -3.161
H 2.861 2.767 1.551
H 1.748 4.170 1.651
H 2.812 3.923 0.259
H 0.788 3.222 -0.572
H 0.310 2.422 0.976
H 2.418 0.381 -2.636
H 1.722 2.091 -2.562
H 3.410 1.756 -2.039
H -0.052 -3.102 -0.470
H 1.361 -5.055 -0.596
H 3.822 -4.778 -0.375
H 4.697 -2.490 -0.094
H -2.512 0.615 -0.817
H -1.340 1.369 0.184
H -1.545 1.480 -2.876
H -0.401 2.462 -1.943
H -2.692 3.473 -2.680
H -3.324 2.551 -1.290
H -2.850 4.275 0.349
H -0.250 -1.972 -2.356
H -2.524 -1.945 -2.722
H -1.933 -0.933 -3.992
H -2.658 -0.166 -2.620
Cs 4.525 2.469 -2.726
C 7.875 -5.170 -0.304
C 8.098 -3.893 -0.968
N 8.282 -2.895 -1.497
H 7.236 -5.031 0.566
H 7.397 -5.865 -0.991
H 8.826 -5.587 0.018
C -2.695 1.574 3.849
O -3.186 2.761 3.613
H -3.327 0.882 4.436
H -2.423 0.989 2.922
H -1.693 1.561 4.361
C -6.594 2.674 4.027
C -7.477 1.663 4.803
O -7.499 1.797 6.016
H -5.551 2.527 4.296
H -6.708 2.488 2.942
H -6.879 3.702 4.235
H -7.238 0.612 4.398
H -8.627 1.901 4.229
Be -8.946 1.083 3.085
C 0.925 6.831 2.772
O 0.623 7.944 3.241
O 0.934 5.775 3.652
O 1.203 6.599 1.591
H 0.689 6.212 4.487
F -4.601 -0.330 -2.894
Cl -0.193 4.874 -7.824
C -1.620 4.195 -7.039
C -1.763 4.654 -5.603
Cl -0.514 3.962 -4.571
H -1.577 3.111 -7.105
H -2.488 4.527 -7.655
H -2.727 4.323 -5.199
H -1.701 5.745 -5.515
Al -3.953 6.117 -7.299
C 3.261 -7.014 3.831
C 2.837 -6.842 2.381
C 1.380 -7.230 2.177
O 3.676 -7.618 1.523
H 3.163 -8.059 4.135
H 4.306 -6.734 3.960
H 2.652 -6.402 4.498
H 2.983 -5.803 2.080
H 1.226 -8.281 2.432
H 1.091 -7.104 1.133
H 0.717 -6.625 2.797
H 3.570 -8.544 1.764
```

Computed properties:
M = 876.55 g mol⁻¹
Kohn-Sham gap = 1.733 eV
Maximum force = 0.289 Eh/bohr
HOMO = -10.96 eV
Net charge = +2
Relative energy (zero: lowest compared OMol25 entry of this formula, charge and spin) = 0.00 kcal/mol

***

C8H20AgO8 | the ωB97M-V functional and the def2-TZVPD basis

XYZ file:
```
37
Properties=species:S:1:pos:R:3
Ag -0.690 0.003 0.411
O 1.100 -1.051 1.641
C 2.396 -0.790 2.148
C 3.746 -1.053 1.340
O 4.114 -2.331 0.883
H 2.510 -1.115 3.183
H 2.385 0.262 2.433
H 4.537 -0.627 1.956
H 3.771 -0.369 0.492
O -2.715 -0.253 1.665
C -3.276 -1.390 1.035
C -2.380 -2.558 0.409
O -1.282 -2.172 -0.475
H -3.972 -1.128 0.238
H -3.878 -1.885 1.797
H -3.126 -3.187 -0.077
H -1.974 -3.146 1.232
O 0.754 0.044 -1.398
C 1.621 0.722 -2.325
C 2.242 -0.097 -3.551
O 3.031 -1.253 -3.272
H 2.403 1.148 -1.697
H 1.076 1.600 -2.669
H 2.868 0.583 -4.129
H 1.458 -0.394 -4.248
C -2.963 1.135 -2.038
O -1.730 1.369 -1.392
H -3.674 1.919 -1.779
H -2.861 1.114 -3.123
H -3.336 0.190 -1.643
H -1.035 0.937 -1.895
C -0.154 2.165 2.788
O -0.323 2.036 1.407
H 0.810 2.606 3.045
H -0.920 2.806 3.225
H -0.359 1.246 3.336
H -0.173 2.913 1.047
```

Computed properties:
M = 352.11 g mol⁻¹
Kohn-Sham gap (alpha / beta) = 2.908 / 2.816 eV
Maximum force = 0.073 Eh/bohr
HOMO (alpha / beta) = 6.25 / 6.36 eV
Net charge = -4
Relative energy (zero: lowest compared OMol25 entry of this formula, charge and spin) = 22.23 kcal/mol
2S+1 = 2

***

C22H23Cl3F4GeIrN2S5Te | the ωB97M-V functional and the def2-TZVPD basis

XYZ file:
```
62
Properties=species:S:1:pos:R:3
Ir -0.085 0.679 0.216
C 2.631 2.836 0.455
C 1.625 3.158 -0.637
N 0.213 2.771 -0.333
C -0.671 3.184 -1.475
C -0.457 2.492 -2.806
C -0.244 3.542 0.857
C -1.465 2.878 1.464
N -1.118 1.453 1.612
C -1.502 0.865 2.845
C -0.571 0.214 3.654
F 0.708 0.140 3.282
C -0.957 -0.367 4.850
F -0.033 -0.983 5.583
C -2.267 -0.312 5.282
C -3.193 0.344 4.494
F -4.465 0.416 4.874
C -2.822 0.930 3.297
F -3.738 1.550 2.558
H 3.633 2.860 0.027
H 2.466 1.839 0.870
H 2.615 3.555 1.272
H 1.904 2.643 -1.553
H 1.627 4.232 -0.854
H -0.533 4.264 -1.600
H -1.699 3.020 -1.153
H 0.530 2.671 -3.229
H -1.185 2.895 -3.510
H -0.631 1.419 -2.739
H -0.442 4.577 0.568
H 0.555 3.530 1.593
H -2.356 2.976 0.841
H -1.688 3.321 2.435
H -2.562 -0.769 6.216
Cl -3.089 -1.472 0.633
Ge -3.397 0.222 -1.783
Cl -5.236 -0.859 -2.210
Cl -4.222 1.921 -0.645
Te -0.739 -1.695 0.945
C -0.480 -3.032 -0.649
C -0.177 -4.341 -0.290
C -0.012 -5.295 -1.284
C -0.166 -4.943 -2.616
C -0.483 -3.636 -2.964
C -0.637 -2.672 -1.981
H -0.073 -4.622 0.751
H 0.229 -6.314 -1.012
H -0.044 -5.690 -3.388
H -0.611 -3.367 -4.004
H -0.874 -1.653 -2.253
C 3.724 -0.682 -3.495
S 3.415 -2.392 -3.007
C 2.959 -2.335 -1.331
C 2.266 -1.423 -0.601
S 1.532 0.033 -1.180
S 2.070 -1.810 1.098
C 2.674 -3.449 1.039
S 2.668 -4.458 2.303
S 3.451 -3.779 -0.483
H 4.308 -0.769 -4.409
H 4.315 -0.168 -2.741
H 2.804 -0.143 -3.700
```

Computed properties:
M = 1050.55 g mol⁻¹
Kohn-Sham gap = 5.644 eV
Maximum force = 0.014 Eh/bohr
HOMO = -10.84 eV
Net charge = +1
Relative energy (zero: lowest compared OMol25 entry of this formula, charge and spin) = 29.66 kcal/mol

***

C4H8O2 | the ωB97M-V functional and the def2-TZVPD basis

XYZ file:
```
14
Properties=species:S:1:pos:R:3
C 0.008 -1.869 0.543
O -0.669 -0.610 0.482
C -0.101 0.314 -0.430
C -0.980 1.560 -0.454
C 1.292 0.567 0.142
O 2.273 -0.075 -0.157
H -0.436 -2.577 -0.166
H 1.079 -1.776 0.336
H -0.122 -2.240 1.564
H -0.001 -0.119 -1.435
H -2.030 1.255 -0.459
H -0.806 2.184 0.430
H -0.804 2.191 -1.334
H 1.314 1.319 0.962
```

Computed properties:
M = 88.11 g mol⁻¹
Kohn-Sham gap = 10.554 eV
Maximum force = 0.015 Eh/bohr
HOMO = -9.59 eV
Relative energy (zero: lowest compared OMol25 entry of this formula, charge and spin) = 40.04 kcal/mol
SMILES = CO[C@@H](C)C=O